[1]
Computed, not measured: a gas-phase ion, C13H18FNO4P (charge +1), with ωB97M-V/def2-TZVPD.

LUMO = -4.62 eV
DFT total energy = -1302.9318 Eh
Net charge = +1
Highest occupied orbital energy = -0.4312 Ha
SMILES = C[C@@H](F)[C@@H]1C=[NH+][C@H](P(=O)(O)O)[C@@H]1COc1ccccc1
Largest force on an atom = 1.7 eV Å⁻¹

Element x y z (Å)
C  1.2620  1.3641  0.3485
C  1.5562  2.1722  -0.9086
H  3.2168  3.1652  0.1357
O  -1.3980  -1.2274  -0.6466
H  3.2162  -0.8701  1.7699
C  -4.8986  -0.1059  1.3367
C  -3.8734  -0.7574  2.0144
C  -0.5307  -0.1583  -0.9275
O  2.6271  -3.4364  0.0166
H  4.0858  -1.8831  -1.1191
C  -3.5851  -0.1977  -0.7019
N  2.4865  -0.3818  1.2613
H  0.0025  -0.3355  -1.8560
H  3.1571  1.5266  1.6083
H  -3.4635  0.0080  -1.7536
H  -3.9876  -0.9703  3.0666
H  3.5946  2.4517  -1.4623
H  -1.0725  0.7755  -1.0731
P  2.0978  -2.2580  -0.6884
C  -2.7005  -1.1133  1.3565
C  -2.5685  -0.8322  -0.0012
O  3.2665  -1.4732  -1.4316
C  2.4259  0.8842  1.1416
H  0.8726  -1.7592  1.2341
H  -5.5424  0.6829  -0.5300
F  1.5944  1.3309  -1.9946
O  0.9459  -2.5907  -1.6933
H  0.7039  1.9850  1.0515
H  -1.9152  -1.6262  1.8878
H  1.0228  -3.5391  -1.8868
C  0.4432  0.0381  0.2250
C  2.8584  2.9848  -0.8714
H  2.6885  3.9462  -1.3400
H  -5.8043  0.1797  1.8404
H  0.7468  2.8810  -1.0476
H  -0.2186  0.0720  1.0927
C  -4.7397  0.1720  -0.0235
C  1.4272  -1.1045  0.5695

Forces on the atoms, in the same order (eV/Å):
C -0.371 -0.945 0.518
C 0.629 0.945 0.270
H 0.118 0.073 0.110
O -0.252 0.062 0.036
H 0.051 -0.003 0.085
C 0.651 -0.174 -0.537
C -0.144 0.193 -0.046
C 0.695 0.417 -0.550
O 0.024 0.281 0.095
H 0.226 -0.015 -0.298
C 0.015 0.048 0.289
N 0.105 -0.340 0.107
H -0.146 -0.319 -0.083
H 0.206 -0.070 0.089
H -0.012 -0.005 -0.155
H 0.036 -0.085 0.088
H 0.293 -0.096 0.101
H -0.205 0.098 0.050
P 0.973 -1.144 0.850
C -0.383 0.180 -0.297
C 0.051 -0.207 0.431
O -0.404 0.375 0.002
C 0.177 0.388 -0.356
H 0.394 -0.309 0.317
H -0.025 0.026 -0.250
F 0.026 -0.294 -0.229
O 0.116 0.447 -0.158
H 0.044 0.463 -0.133
H 0.159 -0.129 0.012
H -0.296 -0.076 -0.166
C -0.348 0.364 0.545
C -0.511 -0.182 -0.204
H 0.110 0.144 -0.076
H -0.151 0.035 0.135
H -0.413 -0.206 -0.154
H -0.038 -0.029 0.125
C -0.074 -0.072 0.449
C -1.326 0.161 -1.013

---

[2]
Computed, not measured: a gas-phase ion, C6H6O (charge -1), with ωB97M-V/def2-TZVPD.

Energy above the lowest of the compared OMol25 structures with the same formula, charge and spin = 1.604 eV
2S+1 = 2
LUMO (spin up / spin down) = 4.25 / 4.10 eV
DFT total energy = -307.3485 Eh
Net charge = -1
Highest occupied orbital energy (spin up / spin down) = 0.0139 / -0.0937 Ha
Largest force on an atom = 4.0 eV Å⁻¹

Element x y z (Å)
C  0.6633  -0.2634  1.2935
H  1.3893  -0.6380  1.9823
H  -2.4773  0.1905  0.8154
O  0.8005  -0.0206  -2.3161
H  2.1796  0.8854  0.0977
C  0.3727  0.4095  -1.0969
H  -1.6422  0.9099  -1.5244
C  1.0833  0.5936  0.1766
C  -0.6436  -0.6721  1.2438
C  -0.9606  0.4440  -0.8105
C  -1.5158  0.0087  0.4279
H  -1.0048  -1.4676  1.9730
H  1.7555  -0.3799  -2.2622

Forces on the atoms, in the same order (eV/Å):
C 0.137 0.788 -2.815
H 0.393 -0.213 0.606
H -1.478 0.237 -0.331
O 2.830 -0.668 -1.304
H -1.194 -0.253 0.310
C 0.232 0.556 3.177
H -0.344 -0.382 -0.403
C 2.775 -1.483 -0.226
C 0.854 -1.694 3.517
C -3.379 0.474 0.669
C 1.004 0.469 -2.818
H 0.296 1.254 -0.631
H -2.127 0.917 0.250

---

[3]
Computed, not measured: a molecular structure, C20H31F3N2O3P2PdS, with ωB97M-V/def2-TZVPD.

LUMO (spin up / spin down) = -1.20 / -1.20 eV
DFT total energy = -2624.2890 Eh
Highest occupied orbital energy (spin up / spin down) = -0.2649 / -0.2604 Ha
Largest force on an atom = 2.5 eV Å⁻¹

Element x y z (Å)
H  -2.8090  0.4617  -4.1675
H  2.9169  1.0414  -0.0905
C  2.6723  1.6898  0.7546
H  2.4527  2.4894  3.3426
H  3.3414  -0.3256  -2.3172
H  1.5511  1.1158  3.9799
C  -4.6013  2.1255  2.7812
Pd  1.2529  -1.4084  -0.7727
H  -2.5630  -1.7640  -3.0364
H  0.8525  2.0938  -3.3243
H  -1.2091  -2.0584  -1.9420
H  -0.2273  -2.0930  2.5030
F  2.6538  -2.9741  0.8021
C  -1.8989  -1.2946  -2.3126
C  -0.5271  0.5643  1.0753
C  -1.1288  -0.1533  -2.9749
H  3.7441  -0.7072  1.6229
H  0.4601  -1.4502  -3.6718
H  1.8453  2.3409  0.4733
H  -5.9548  2.9786  1.3504
H  -2.6262  1.3699  -2.6623
H  -4.4520  2.6133  -0.5759
P  0.9844  -0.3866  1.3694
H  0.0402  -0.6887  3.5648
C  3.2292  -1.2228  -1.7131
F  1.6229  -4.5927  1.7812
S  0.4061  -3.8808  -0.4919
H  -5.2770  2.2598  3.6128
H  -1.5636  1.6959  -4.0359
C  0.5014  -1.3566  2.8400
C  -0.9329  0.9277  -0.2230
C  -4.9891  2.5198  1.4975
H  3.2255  -2.1188  -2.3373
C  1.7388  1.7071  3.0880
H  0.8053  2.1805  2.7918
C  -2.0877  0.9158  -3.4901
H  1.3596  2.5515  -1.6915
H  3.5377  2.3110  0.9818
H  0.3370  0.0816  -4.5686
N  -1.2785  0.8010  2.1347
H  3.9992  -1.2883  -0.9423
H  -3.0572  1.2424  3.9781
F  2.7793  -4.9716  -0.0075
O  -0.3452  -2.8632  0.2268
P  0.0695  0.4941  -1.6814
H  -0.8427  -1.2077  -4.8434
H  1.3606  -1.8770  3.2565
C  0.5358  2.1660  -2.2865
H  -2.4981  -0.9368  -1.4743
C  1.9449  -4.1160  0.5763
H  4.3497  0.6520  2.5846
H  3.2765  -0.5354  3.3234
C  -2.8919  1.7522  0.6093
C  -3.3706  1.5555  2.9957
C  -0.2352  -0.7125  -4.0882
C  3.4895  0.0087  2.4060
C  -4.1537  2.3332  0.4224
N  -2.0678  1.5583  -0.4513
C  2.2862  0.8392  1.9619
O  -0.1623  -5.1847  -0.4771
O  0.9531  -3.4457  -1.7652
C  -2.4923  1.3592  1.9188
H  -0.3321  2.8179  -2.1905

Forces on the atoms, in the same order (eV/Å):
H -0.074 -0.076 -0.145
H 0.039 0.116 -0.050
C -0.134 -0.234 -0.021
H 0.117 0.086 0.061
H -0.095 0.010 0.097
H -0.052 -0.037 0.148
C 0.539 -0.339 0.525
Pd 1.254 0.804 -1.132
H -0.082 -0.027 -0.096
H 0.004 0.044 -0.062
H -0.219 0.088 -0.085
H 0.015 0.003 0.064
F -0.051 -0.639 0.024
C 0.210 -0.055 0.087
C -0.399 0.006 1.071
C -0.005 0.241 0.332
H 0.155 -0.054 0.046
H -0.066 0.064 -0.149
H -0.039 0.118 -0.080
H -0.108 0.002 -0.033
H -0.052 0.018 -0.116
H 0.010 0.059 -0.110
P 1.522 -0.160 0.458
H 0.049 -0.134 0.144
C -0.955 0.264 0.590
F -0.209 -0.012 -0.127
S 0.720 -2.087 1.156
H -0.052 0.046 0.051
H 0.064 0.121 -0.098
C -0.078 0.273 -0.162
C -0.717 0.568 -0.669
C 0.143 0.089 -0.792
H -0.193 0.061 0.121
C 0.130 -0.024 -0.091
H -0.038 0.120 0.051
C 0.025 -0.115 0.018
H 0.032 0.047 -0.012
H 0.049 0.083 0.077
H 0.059 -0.001 -0.099
N -0.144 -0.006 -0.433
H -0.216 0.060 0.029
H 0.068 -0.047 0.126
F -0.091 -0.070 -0.103
O -0.438 0.783 -0.146
P 0.405 -0.244 -0.901
H -0.108 0.004 -0.103
H 0.051 0.017 -0.023
C -0.143 -0.283 0.212
H -0.069 -0.050 -0.014
C 0.176 0.131 0.113
H 0.063 0.098 0.019
H 0.033 -0.091 0.068
C 0.495 -0.190 0.297
C -0.532 0.225 0.160
C 0.047 -0.009 0.314
C -0.231 -0.065 -0.129
C -0.577 0.243 0.250
N 0.042 -0.175 0.519
C -0.469 -0.067 -0.025
O -0.291 -0.257 -0.108
O 0.238 0.399 -0.513
C 0.124 0.143 -0.479
H 0.051 0.113 -0.122

---

[4]
Computed, not measured: a molecular structure, C30H23Br2FN6O5S2TeTi, with ωB97M-V/def2-TZVPD.

Energy above the lowest of the compared OMol25 structures with the same formula, charge and spin = 0.000 eV
2S+1 = 2
LUMO (spin up / spin down) = 1.92 / 1.87 eV
DFT total energy = -9023.7325 Eh
Net charge = -1
Highest occupied orbital energy (spin up / spin down) = -0.1128 / -0.1169 Ha
Largest force on an atom = 1.6 eV Å⁻¹

Element x y z (Å)
C  3.0510  0.8764  -3.1347
N  1.5545  1.5526  -1.4206
C  0.5152  4.9132  -3.6331
Ti  0.0822  1.5183  0.0600
O  -0.1397  3.3594  -0.4007
O  -5.6840  -4.0993  -1.8970
H  -1.4828  2.4351  3.2993
C  1.4303  -3.8729  1.8081
N  1.3388  2.1383  1.4750
H  4.2898  3.5197  2.3505
H  1.9530  -5.9121  1.3839
O  -0.3292  -0.2676  -0.8975
C  1.2294  2.6475  -2.1991
Te  0.7145  -0.8596  2.2754
H  3.0872  -0.1487  -0.0110
C  -2.4890  -0.6921  1.6903
C  2.6608  2.4863  1.4846
H  0.4195  4.0038  4.2093
H  0.8546  -3.7637  0.8939
H  -4.0322  -1.5302  4.0551
H  3.1892  2.0394  -4.8998
C  2.7987  -5.2423  3.2430
C  -1.7716  -0.3498  -2.8300
C  1.5363  -2.8021  2.6937
H  3.2827  -6.1875  3.4574
H  3.2562  2.0774  0.6744
C  -4.8095  -3.2737  -2.0351
H  3.5016  -4.2897  5.0351
S  -1.2953  -1.9820  1.5016
Br  2.1209  4.4059  -5.8934
C  2.0491  -5.0877  2.0824
C  2.4431  0.7031  -1.8646
N  -1.0585  1.1067  1.6499
H  -2.1664  0.4126  -3.4878
S  -4.1672  -1.2818  1.6680
C  1.3975  4.0329  -4.1738
H  3.6078  -1.0390  -1.4549
C  1.0778  3.5751  3.4628
C  -0.0202  4.6901  -2.3513
Br  -1.2066  5.9505  -1.6136
N  -2.8570  -1.2881  -2.5293
H  3.7791  0.1462  -3.4648
C  -4.1935  -2.2069  3.2172
F  -3.2809  -4.2201  -0.4750
O  -4.2674  -0.3780  -4.0939
H  0.2238  5.7953  -4.1857
C  2.7922  -0.4697  -1.0092
C  2.7315  1.9198  -3.9265
O  -1.7314  1.3972  -1.1919
H  -1.6828  -2.2695  -1.0845
H  -0.9469  -0.8714  -3.3125
N  -2.3168  0.5660  1.8124
N  -4.9476  -2.2038  -2.9198
C  -3.5250  -3.2495  -1.3593
C  1.7955  2.8728  -3.4678
H  1.9279  -1.1201  -0.8833
C  0.3068  3.5843  -1.6000
H  -5.8171  -2.1640  -3.4298
C  -0.7591  2.1633  2.5469
H  2.3830  -2.1415  4.5539
C  -2.6291  -2.3046  -1.6146
C  0.5123  2.6409  2.5106
C  -1.2731  0.2957  -1.5550
H  2.8075  4.5689  4.1446
C  -4.0340  -1.2128  -3.2457
H  -3.4351  -2.9853  3.2088
C  2.2911  -2.9655  3.8527
C  2.3845  3.8807  3.4202
C  2.9215  -4.1769  4.1264
C  3.2330  3.2937  2.4047
H  -5.1827  -2.6594  3.2944

Forces on the atoms, in the same order (eV/Å):
C 0.246 -0.574 0.350
N 0.278 0.891 -1.309
C -0.240 0.136 0.269
Ti -0.792 -0.272 1.322
O 0.064 0.957 -0.812
O -0.035 0.008 0.004
H -0.076 0.063 -0.019
C 0.044 -0.096 0.033
N 0.723 0.508 0.764
H -0.055 0.014 0.013
H -0.010 0.034 0.036
O -0.482 -0.468 -0.729
C 0.182 0.267 0.014
Te 0.171 -0.093 0.390
H -0.010 0.034 0.053
C 0.058 0.050 -0.073
C -0.375 -0.167 -0.031
H 0.015 -0.020 -0.005
H 0.026 0.002 0.019
H -0.015 -0.041 0.008
H -0.020 0.030 0.021
C -0.028 0.070 0.006
C -0.233 -0.271 0.180
C -0.053 -0.070 -0.036
H -0.003 0.014 -0.002
H -0.026 -0.030 -0.020
C -0.068 0.068 -0.064
H -0.009 0.005 -0.015
S -0.057 0.113 0.117
Br -0.002 -0.039 0.004
C -0.019 0.077 0.012
C 0.357 -0.337 -0.211
N -0.552 -0.668 0.941
H -0.108 0.063 -0.056
S 0.017 0.104 -0.030
C 0.192 -0.166 -0.094
H -0.008 -0.001 0.034
C -0.234 -0.037 -0.150
C 0.021 0.334 -0.440
Br -0.050 0.065 -0.010
N 0.052 -0.182 -0.007
H -0.025 -0.017 0.056
C -0.020 -0.006 0.026
F -0.004 -0.020 0.026
O 0.014 -0.036 0.018
H -0.025 0.020 0.047
C 0.135 -0.144 -0.073
C -0.113 0.382 -0.301
O 0.153 -0.384 -0.613
H -0.056 0.023 -0.084
H 0.039 -0.106 -0.048
N 0.304 0.400 0.073
N 0.029 -0.006 0.013
C -0.228 -0.229 -0.012
C -0.144 0.083 0.034
H -0.059 -0.017 0.000
C 0.162 -0.219 0.185
H -0.017 0.014 -0.011
C -0.004 -0.454 -0.059
H -0.014 -0.041 -0.009
C 0.388 0.370 -0.156
C 0.230 -0.159 0.120
C 0.008 0.181 0.129
H -0.008 -0.039 -0.039
C 0.033 -0.057 0.068
H 0.002 -0.035 0.029
C 0.047 -0.133 0.011
C 0.297 -0.005 -0.083
C -0.050 0.063 -0.077
C -0.013 0.189 0.249
H 0.053 0.009 0.004

---

[5]
Computed, not measured: 2 unconnected molecules or ions with the total composition C5H14N2O2, with ωB97M-V/def2-TZVPD.

Energy above the lowest of the compared OMol25 structures with the same formula, charge and spin = 1.015 eV
LUMO = 0.90 eV
DFT total energy = -458.9003 Eh
Highest occupied orbital energy = -0.3445 Ha
SMILES = COC(N)=O.CC(C)N
Largest force on an atom = 3.1 eV Å⁻¹

Element x y z (Å)
H  -2.9449  -0.6428  -0.9797
N  0.0865  -0.2688  -1.1643
C  1.8639  -0.0608  0.5623
C  -1.1228  2.3571  1.5084
H  0.6541  0.3771  -1.6982
H  2.2915  -2.7624  -0.0640
H  2.6040  0.3261  -0.1384
H  -0.9037  1.5562  2.2168
H  -0.3408  -0.9193  -1.8159
H  0.2861  -1.5104  0.6231
H  -2.6249  0.9040  -1.6116
H  -0.2515  3.0044  1.4059
H  -1.9738  2.9336  1.8609
C  -1.7429  0.4914  0.1717
H  1.0729  -2.8642  -1.3296
O  -1.4084  1.8242  0.2290
H  2.3701  -0.5246  1.4096
N  -2.7029  0.3139  -0.7987
H  1.2613  0.7674  0.9286
C  0.9640  -1.0755  -0.1139
O  -1.6520  -0.2722  1.1253
H  2.4658  -1.7707  -1.5198
C  1.7484  -2.1836  -0.8076

Forces on the atoms, in the same order (eV/Å):
H 0.061 -0.144 -0.028
N 1.103 -1.475 1.671
C -0.273 -0.170 0.066
C 0.502 -0.232 0.243
H 0.274 -0.081 0.048
H 0.142 -0.124 0.055
H 0.109 0.016 -0.001
H -0.030 0.094 -0.052
H 0.131 -0.005 0.018
H -0.200 0.231 -0.247
H -0.013 -0.023 0.010
H -0.065 0.036 0.050
H -0.116 0.067 0.002
C -2.157 0.453 2.232
H 0.059 0.001 -0.038
O 0.223 -0.652 -0.694
H 0.111 0.079 -0.025
N 0.363 0.114 -0.501
H 0.024 0.072 0.090
C -0.709 1.142 -2.007
O 0.693 0.460 -1.033
H -0.026 -0.028 -0.017
C -0.206 0.170 0.157

---

[6]
Computed, not measured: a molecular structure, C7H7AlN2O6, with ωB97M-V/def2-TZVPD.

Energy above the lowest of the compared OMol25 structures with the same formula, charge and spin = 3.059 eV
LUMO (spin up / spin down) = -9.51 / -9.76 eV
DFT total energy = -1073.5578 Eh
Net charge = +2
Highest occupied orbital energy (spin up / spin down) = -0.6125 / -0.6114 Ha
Largest force on an atom = 10.8 eV Å⁻¹

Element x y z (Å)
O  -1.3453  0.9580  -4.0501
C  1.1867  -0.0689  -2.1680
N  1.8445  -1.9314  0.2294
H  1.5205  -1.8590  -0.7491
O  -2.8172  -1.0146  -1.6763
O  -0.2303  -1.0240  0.7803
H  2.4729  -2.7005  0.4569
Al  0.0160  0.4795  -0.5130
C  -0.8565  1.8242  -3.3662
C  0.9487  -0.2773  3.4518
C  -0.8214  3.1041  -3.7386
C  0.9685  -1.4374  1.1731
O  -4.0886  1.4162  1.3589
H  0.5825  1.1567  0.6827
O  1.7486  -0.4880  -3.0936
C  -1.7935  -0.6190  -1.3238
C  -4.8412  1.5292  0.4954
N  1.4030  -1.2291  2.4182
H  1.7793  0.3247  3.8911
H  2.1584  -1.8281  2.7034
H  0.2675  0.3781  2.9154
O  -0.5537  4.2016  -4.0891
H  0.4505  -0.8951  4.2111

Forces on the atoms, in the same order (eV/Å):
O -0.091 -0.676 0.173
C 2.698 -2.161 -4.954
N -1.029 0.063 -0.286
H 0.250 -1.128 1.313
O 4.587 1.470 1.648
O 2.537 0.629 -1.186
H 0.060 0.438 -0.179
Al -1.543 -2.071 0.668
C 0.120 -4.019 2.006
C -0.627 -0.477 -0.212
C 1.320 9.948 -3.885
C -0.669 0.982 0.665
O -1.813 0.260 -2.176
H 0.505 1.648 0.090
O -2.683 2.220 4.553
C -4.432 -0.744 -1.765
C 1.844 -0.270 2.151
N 0.294 -0.718 -0.991
H -0.435 -0.779 -0.593
H 0.562 0.073 -0.057
H -0.260 0.133 0.557
O -1.172 -5.549 2.446
H -0.022 0.729 0.014